[1]
Computed, not measured: C44H54FHfIN5O4Si as an isolated structure, with ωB97M-V/def2-TZVPD.

Structure (XYZ):
```
111
Properties=species:S:1:pos:R:3:forces:R:3
Hf -0.026 0.016 -0.928 0.90 -0.92 -0.42
C 4.055 -0.622 5.527 0.56 0.03 -1.48
C 3.204 -1.819 5.129 -0.48 0.48 0.47
N 2.232 -1.434 4.076 -0.49 -0.31 0.16
C 2.515 -1.752 2.810 0.09 -0.17 0.36
C 1.699 -1.454 1.750 -0.30 -0.08 0.82
C 2.240 -1.711 0.400 0.50 -0.02 -0.66
O 3.053 -2.584 0.159 -1.21 1.36 -0.04
O 1.769 -0.769 -0.442 0.44 -0.04 -0.02
C 0.416 -0.891 1.996 0.97 -0.42 -1.09
O -0.417 -0.667 1.054 -0.56 0.18 -0.30
C 0.098 -0.574 3.330 -0.38 0.11 2.29
C -1.136 -0.039 3.754 0.34 -0.05 -0.95
C -1.395 0.322 5.036 -0.75 0.15 -0.90
F -2.615 0.823 5.300 0.04 0.03 0.14
C -0.454 0.205 6.046 1.19 0.00 0.61
C 0.734 -0.450 5.701 -0.43 0.33 0.16
C 1.008 -0.821 4.380 1.00 -0.50 -0.10
N -0.611 0.806 7.292 -0.56 -0.16 0.54
C -1.642 1.831 7.566 0.72 -0.06 -0.22
C -1.258 2.569 8.841 0.04 -0.45 0.33
N 0.238 2.600 8.950 0.28 0.15 -0.01
C 0.753 1.206 9.253 0.78 -0.19 -0.33
C -0.128 0.201 8.526 -0.18 -0.62 -0.16
H 4.698 -0.867 6.352 0.21 -0.04 0.46
H 3.469 0.270 5.727 -0.11 0.00 0.21
H 4.712 -0.376 4.661 -0.33 -0.04 0.62
H 2.650 -2.212 5.996 0.15 -0.08 -0.47
H 3.815 -2.613 4.712 0.00 -0.10 0.11
H 3.447 -2.299 2.658 -0.19 0.27 -0.15
H -1.874 0.104 2.993 -0.50 0.04 -0.08
H 1.479 -0.606 6.467 0.01 0.08 -0.08
H -2.658 1.458 7.679 -0.04 -0.11 -0.12
H -1.581 2.541 6.763 -0.37 0.29 -0.59
H -1.563 1.959 9.701 -0.17 0.68 0.00
H -1.642 3.595 8.875 -0.05 -0.42 0.09
H 0.501 3.249 9.691 0.12 -0.02 0.14
H 0.692 2.961 8.089 -0.47 -0.33 0.43
H 0.758 1.000 10.326 -0.01 0.43 -0.08
H 1.783 1.180 8.868 -0.30 -0.03 0.27
H -0.968 -0.120 9.162 0.09 0.19 -0.18
H 0.421 -0.727 8.340 0.03 0.31 -0.04
C -0.426 -1.938 -1.787 -0.11 -0.24 -0.10
Si 0.291 -1.986 -3.534 -1.18 -0.42 -0.19
C -1.159 -1.747 -4.825 0.34 1.34 0.66
N -1.432 -0.352 -5.377 0.22 0.16 -0.49
C -2.585 0.425 -4.774 -0.07 -0.03 -0.48
C -2.609 1.829 -5.462 -0.41 -0.80 0.92
C -2.737 1.784 -6.953 0.25 0.34 -0.65
C -1.649 0.924 -7.555 -0.03 0.02 -0.74
C -1.609 -0.423 -6.921 0.83 -0.45 0.99
C 0.711 -3.739 -3.930 0.94 0.19 -0.27
C 1.914 -4.027 -4.598 -0.13 0.86 -0.46
C 2.213 -5.289 -5.057 0.04 -0.29 0.29
C 1.314 -6.325 -4.836 0.20 0.27 -0.16
C 0.121 -6.048 -4.183 -0.26 -1.10 -0.13
C -0.185 -4.773 -3.714 -0.07 -0.73 0.04
C 1.743 -0.863 -3.789 -0.40 0.22 -0.86
C 1.951 0.080 -4.808 -0.26 -0.31 0.04
C 3.150 0.721 -4.982 0.02 1.08 0.05
C 4.177 0.547 -4.072 0.47 -0.26 0.02
C 4.024 -0.436 -3.112 0.51 -0.26 0.24
C 2.835 -1.143 -3.001 1.18 -0.37 0.18
H 0.261 -2.625 -1.263 -0.37 0.02 0.07
H -1.411 -2.421 -1.814 0.08 0.09 -0.01
H -2.070 -2.063 -4.334 -0.27 -0.41 -0.13
H -0.933 -2.373 -5.669 -0.06 -0.35 -0.27
H -0.625 0.234 -5.142 0.03 -0.17 -0.30
H -3.468 -0.133 -5.074 -0.34 -0.08 -0.11
H -1.730 2.355 -5.168 0.92 0.40 0.07
H -3.419 2.406 -5.039 -0.27 -0.03 0.10
H -2.626 2.790 -7.373 -0.26 -0.08 0.20
H -3.720 1.422 -7.233 -0.20 -0.14 -0.14
H -0.666 1.408 -7.447 -0.18 -0.05 -0.08
H -1.820 0.752 -8.638 0.18 0.23 0.53
H -0.778 -1.010 -7.330 -0.11 0.01 0.36
H -2.517 -0.994 -7.036 -0.39 -0.15 -0.17
H 2.599 -3.216 -4.883 -0.23 -0.29 0.41
H 3.159 -5.445 -5.545 0.11 -0.19 -0.21
H 1.541 -7.328 -5.193 -0.15 0.21 0.13
H -0.547 -6.914 -4.083 0.00 0.69 0.27
H -1.110 -4.633 -3.165 -0.02 0.10 -0.07
H 1.192 0.365 -5.513 -0.41 -0.14 -0.26
H 3.230 1.482 -5.749 0.11 -0.15 -0.13
H 5.115 1.095 -4.155 -0.26 -0.13 -0.05
H 4.869 -0.744 -2.495 -0.23 0.25 -0.03
H 2.865 -2.002 -2.352 -0.31 -0.04 0.35
I 0.999 2.554 -2.695 0.49 0.31 0.45
C -1.044 2.139 -2.670 0.49 -1.23 -0.18
C -1.988 3.059 -2.634 -1.46 1.08 -0.04
C -3.379 2.564 -2.520 0.36 -0.04 0.30
C -3.644 1.258 -2.702 -0.13 0.51 0.37
C -2.556 0.372 -3.219 0.96 -0.23 -0.07
N -1.224 0.770 -2.670 -0.48 0.06 0.35
H -1.765 4.124 -2.656 -0.12 -0.28 -0.02
H -4.145 3.279 -2.219 0.11 -0.26 -0.05
H -4.615 0.808 -2.531 -0.06 0.25 -0.05
H -2.726 -0.676 -2.903 0.07 0.56 -0.21
C -0.573 3.351 1.990 0.35 0.06 0.49
C -1.996 3.403 1.404 1.34 -0.43 -0.96
C -2.052 2.067 0.699 -0.45 -0.80 -0.70
O -0.688 1.774 0.249 -0.45 0.34 0.11
C 0.246 2.644 0.936 0.43 0.55 -0.82
H -0.494 2.776 2.919 -0.42 0.02 -0.05
H -0.142 4.326 2.202 -0.11 0.15 -0.06
H -2.086 4.222 0.688 0.00 -0.03 0.07
H -2.763 3.472 2.127 -0.76 0.19 0.84
H -2.679 1.967 -0.197 0.10 0.47 0.20
H -2.351 1.244 1.346 0.08 0.06 0.30
H 0.641 3.316 0.164 -0.17 0.11 0.26
H 1.105 2.069 1.285 -0.19 -0.20 0.29
```
Positions in Å, forces in eV/Å.

HOMO = -0.5209 Eh
HOMO-LUMO gap = 6.765 eV
Total charge = +3
Multiplicity = 1

Atom charges from the Löwdin analysis, given in e for atoms 1 to 99: 1.64, -0.05, -0.16, 0.00, 0.07, -0.02, -0.49, 0.14, -0.22, -0.26, -0.11, -0.05, 0.10, -0.19, 0.09, -0.12, 0.07, -0.09, -0.07, -0.11, -0.07, 0.07, -0.07, -0.13, 0.08, 0.07, 0.10, 0.13, 0.13, 0.17, 0.12, 0.10, 0.14, 0.13, 0.14, 0.15, 0.19, 0.20, 0.15, 0.14, 0.14, 0.14, -0.34, 0.63, -0.10, -0.08, -0.17, -0.13, -0.18, -0.17, -0.10, -0.27, -0.09, -0.07, -0.06, -0.07, -0.10, -0.31, -0.17, -0.11, -0.06, -0.05, -0.14, 0.03, 0.03, 0.09, 0.09, 0.12, 0.16, 0.10, 0.12, 0.13, 0.13, 0.13, 0.15, 0.14, 0.14, 0.11, 0.11, 0.12, 0.12, 0.10, 0.08, 0.12, 0.12, 0.12, 0.10, 1.21, -0.86, -0.16, -0.09, -0.05, -0.29, -0.20, 0.11, 0.12, 0.12, 0.13, -0.13


[2]
Computed, not measured: C4H7NS as an isolated structure, with ωB97M-V/def2-TZVPD.

Structure (XYZ):
```
13
Properties=species:S:1:pos:R:3:forces:R:3
C 1.286 1.868 -0.707 -1.54 2.61 -0.35
C 1.388 -0.515 -0.237 1.28 1.76 2.07
C 1.063 -1.812 -0.115 -2.13 -1.23 -0.53
C -0.777 0.763 0.215 -2.83 -0.89 -0.14
H 2.209 1.630 -1.525 -2.65 0.47 2.89
H 1.621 2.396 0.543 -0.62 -1.11 -4.52
H 0.400 2.603 -1.459 3.11 -1.81 2.80
H 2.522 -0.054 0.077 -3.28 -1.65 -1.24
H 1.854 -2.611 0.099 -1.16 1.49 -0.41
H -0.131 -2.180 -0.243 3.87 1.19 0.36
H -1.441 1.796 0.309 2.66 -2.33 -0.45
N 0.460 0.684 -0.320 2.11 -1.00 -0.26
S -1.751 -0.637 0.594 1.19 2.49 -0.22
```
Positions in Å, forces in eV/Å.

HOMO = -0.2966 Eh
HOMO-LUMO gap = 8.295 eV
Multiplicity = 1

Atom-resolved charges from Löwdin, all expressed in e: -0.15, -0.21, -0.06, -0.61, 0.12, 0.18, 0.16, 0.16, 0.07, 0.05, 0.12, -0.31, 0.50


[3]
Computed, not measured: C32H32BrFN6O2RhSSi as an isolated structure, with ωB97M-V/def2-TZVPD.

Structure (XYZ):
```
77
Properties=species:S:1:pos:R:3:forces:R:3
Rh -0.061 -0.110 -0.192 -0.03 0.17 0.04
C -2.411 1.342 2.490 0.01 0.17 -0.19
Si -1.304 -0.134 2.824 -0.25 0.09 0.11
C -1.186 -0.161 4.712 0.16 -0.02 0.18
C -2.291 -1.673 2.427 -0.12 -0.13 -0.07
N 0.170 -0.102 1.921 0.22 0.14 -0.10
C 1.469 -0.067 2.366 -0.17 -0.06 0.14
C 1.858 -0.101 3.731 -0.09 0.00 0.05
C 3.178 -0.077 4.150 0.04 0.00 -0.07
C 4.224 -0.018 3.237 -0.04 -0.01 0.05
C 3.896 0.019 1.889 0.10 0.01 0.08
C 2.578 -0.003 1.500 0.06 -0.02 0.20
F 2.360 0.032 0.155 0.10 -0.03 -0.34
H -3.400 1.135 2.921 0.10 0.05 -0.03
H -2.542 1.504 1.415 0.03 -0.01 0.21
H -2.036 2.268 2.944 -0.01 -0.12 -0.02
H -2.216 -0.198 5.087 0.09 0.01 -0.05
H -0.717 0.741 5.125 -0.08 -0.13 -0.03
H -0.657 -1.039 5.103 -0.13 0.13 -0.03
H -3.279 -1.604 2.899 0.09 0.00 -0.05
H -1.807 -2.585 2.798 -0.22 0.20 -0.02
H -2.427 -1.745 1.345 -0.05 0.03 0.12
H 1.080 -0.149 4.479 0.20 0.01 -0.12
H 3.391 -0.107 5.214 -0.04 0.00 -0.06
H 5.259 -0.002 3.558 -0.07 0.01 -0.02
H 4.657 0.069 1.118 -0.06 0.00 0.01
S 0.641 5.358 -5.307 0.03 0.28 -0.25
N 0.512 3.746 -5.511 0.03 0.28 0.03
C 0.428 3.228 -4.309 -0.03 -0.27 0.43
C 0.295 1.813 -4.000 -0.03 -0.14 -0.07
C 0.196 0.828 -4.956 0.01 0.14 -0.02
C 0.033 -0.504 -4.565 0.02 -0.06 0.02
C -0.033 -0.791 -3.209 -0.04 -0.03 -0.13
N 0.063 0.126 -2.264 0.01 0.33 0.16
C 0.231 1.452 -2.622 -0.08 -0.17 -0.05
C 0.285 2.397 -1.600 -0.07 -0.06 0.17
N 0.183 1.935 -0.291 -0.05 0.42 -0.30
C 0.261 2.808 0.701 0.04 0.18 -0.01
C 0.385 4.176 0.512 0.01 -0.03 0.09
C 0.444 4.669 -0.796 0.03 0.05 -0.16
C 0.405 3.795 -1.857 0.00 0.04 0.15
C 0.478 4.207 -3.250 -0.03 -0.43 0.21
N 0.599 5.441 -3.679 0.01 0.00 -0.29
H 0.237 1.109 -6.002 -0.01 -0.04 0.03
H -0.056 -1.303 -5.288 -0.01 0.03 0.02
H -0.182 -1.808 -2.868 0.00 0.01 0.05
H 0.234 2.391 1.699 -0.10 -0.09 0.04
H 0.427 4.830 1.371 0.01 -0.01 -0.04
H 0.527 5.732 -0.999 -0.01 -0.06 0.04
Br -9.269 0.256 -0.341 0.03 0.01 0.00
C -7.383 0.376 -0.602 -0.02 0.03 -0.05
C -6.896 1.005 -1.736 0.16 0.01 -0.02
C -5.519 1.083 -1.916 -0.10 -0.02 0.04
C -4.644 0.537 -0.982 0.13 0.02 -0.07
C -5.162 -0.085 0.145 -0.14 -0.02 0.03
C -6.536 -0.170 0.345 0.09 -0.01 0.04
C -3.131 0.640 -1.216 0.18 -0.07 0.11
O -2.757 1.281 -2.204 0.05 -0.21 0.32
O -2.425 0.039 -0.331 -0.11 0.14 -0.41
H -7.578 1.429 -2.462 0.02 -0.02 0.02
H -5.092 1.571 -2.783 -0.02 -0.01 0.01
H -4.477 -0.503 0.868 0.05 -0.02 0.03
H -6.944 -0.651 1.225 0.03 0.00 -0.02
C 1.013 -4.003 -0.950 0.01 0.13 -0.07
C 0.038 -3.330 0.033 0.14 -0.27 0.11
C -1.349 -3.985 -0.097 -0.03 0.13 0.00
C 0.576 -3.493 1.464 0.04 0.14 0.08
N -0.054 -1.947 -0.257 -0.33 -0.53 -0.09
H 1.209 -5.027 -0.626 0.00 0.02 -0.02
H 1.957 -3.453 -0.986 -0.05 -0.06 0.01
H 0.588 -4.035 -1.957 0.04 0.03 0.03
H -1.253 -5.071 -0.008 0.00 0.04 -0.01
H -1.788 -3.740 -1.067 0.03 -0.06 0.04
H -2.019 -3.619 0.682 0.07 -0.12 -0.12
H 0.620 -4.555 1.720 0.01 0.01 0.00
H -0.075 -2.977 2.173 0.24 -0.12 -0.14
H 1.577 -3.062 1.545 -0.07 -0.05 0.00
```
Positions in Å, forces in eV/Å.

HOMO (alpha / beta) = -0.0954 / -0.1776 Eh
HOMO-LUMO gap (alpha / beta) = 4.874 / 6.930 eV
Total charge = -1
Multiplicity = 5

Atom-resolved charges from Löwdin, all expressed in e: 1.16, -0.18, 0.38, -0.20, -0.19, -0.16, -0.31, -0.04, -0.12, -0.13, -0.04, -0.24, -0.01, 0.03, 0.01, 0.03, 0.03, 0.03, 0.03, 0.04, 0.02, 0.00, 0.05, 0.09, 0.09, 0.11, 0.92, -0.23, -0.30, -0.10, -0.02, -0.07, -0.13, -0.02, -0.17, -0.15, -0.02, -0.13, -0.07, -0.02, -0.10, -0.30, -0.23, 0.11, 0.09, 0.09, 0.09, 0.09, 0.11, 0.67, -0.70, -0.13, -0.02, -0.12, -0.02, -0.13, -0.60, 0.02, -0.15, 0.09, 0.11, 0.09, 0.09, -0.05, -0.69, -0.04, -0.04, 0.03, 0.08, 0.08, 0.07, 0.08, 0.08, 0.05, 0.09, 0.04, 0.09


[4]
Computed, not measured: C6H10O in the gas phase, with ωB97M-V/def2-TZVPD.

Structure (XYZ):
```
17
Properties=species:S:1:pos:R:3:forces:R:3
C 1.277 -1.074 -0.960 0.02 0.09 -0.05
C 0.044 -1.198 -0.060 -0.12 -0.12 -0.10
C 0.332 -0.779 1.432 0.04 0.04 0.28
C -1.099 -0.277 -0.131 0.38 0.09 -0.11
C -0.751 1.090 -0.650 0.09 -0.02 0.07
C -1.471 2.135 0.182 -0.01 0.16 0.29
O -1.109 2.416 1.299 -0.10 -0.06 -0.50
H 2.010 -1.844 -0.694 -0.12 0.11 -0.01
H 1.774 -0.104 -0.869 -0.06 -0.12 0.01
H 1.011 -1.220 -2.012 0.01 0.01 0.13
H -0.289 -2.239 -0.046 0.01 0.13 0.01
H -0.124 -1.481 2.131 0.04 0.13 -0.14
H 1.417 -0.766 1.572 -0.15 -0.01 -0.08
H -0.027 0.229 1.694 0.06 -0.18 -0.06
H -1.172 1.067 -1.669 0.03 0.00 0.14
H 0.313 1.370 -0.724 -0.21 -0.10 0.05
H -2.355 2.638 -0.266 0.10 -0.14 0.09
```
Positions in Å, forces in eV/Å.

HOMO = -0.3086 Eh
HOMO-LUMO gap = 8.867 eV
Multiplicity = 1

Atom-resolved charges from Löwdin, all expressed in e: -0.09, -0.45, -0.04, 0.06, -0.22, -0.26, 0.04, 0.08, 0.07, 0.08, 0.12, 0.09, 0.09, 0.07, 0.13, 0.11, 0.12


Record-wise E_tot values, in eV: -82127.57628; -16581.35302; -141223.23999; -8427.63798
Record-wise ΔE to the lowest compared entry with this formula, charge and spin values, in kcal/mol: 0.0; 128.6; 0.0; 83.1